(1)
Formula: C5H7F3S
Source: the Open Molecules 2025 dataset
Level of theory: ωB97M-V/def2-TZVPD

Structure (XYZ):
```
16
Properties=species:S:1:pos:R:3:mulliken_charge:R:1
S -2.264 0.493 -0.219 -0.11
F 0.176 -1.778 -1.821 -0.25
F 1.706 -0.136 -1.584 -0.28
F -1.033 2.392 -1.447 -0.22
C -0.775 0.427 0.810 -1.05
C -1.498 1.212 -1.589 -0.23
C 0.665 -0.876 -0.985 0.16
C 0.249 -0.782 0.369 0.61
C 1.461 -0.546 1.240 -1.17
H 0.992 -0.428 2.292 0.30
H 1.854 0.489 0.859 0.31
H 2.195 -1.400 1.197 0.35
H -1.861 0.971 -2.563 0.43
H -0.374 -1.669 0.708 0.24
H -0.261 1.328 0.918 0.49
H -1.232 0.302 1.814 0.43
```

electronic energy = -24281.64683 eV
LUMO (alpha / beta) = 0.025 / 0.004 hartree
HOMO (alpha / beta) = -7.8 / -7.7 eV
relative energy (zero: lowest compared OMol25 entry of this formula, charge and spin) = 339.87 kJ/mol
Kohn-Sham gap (alpha / beta) = 8.500 / 7.791 eV

(2)
Formula: C16H41BClFNO9
Source: the Open Molecules 2025 dataset
Level of theory: ωB97M-V/def2-TZVPD

Structure (XYZ):
```
70
Properties=species:S:1:pos:R:3:mulliken_charge:R:1
Cl -5.175 -1.124 0.511 -0.17
F -4.582 1.859 1.595 -0.49
O -1.084 -0.345 -0.800 -0.79
O -1.036 4.214 -1.077 -0.34
O -1.417 0.665 2.753 -0.47
O 4.009 -1.671 -0.471 -0.58
O 7.626 -6.510 1.183 -0.51
O -0.890 1.634 0.079 -0.64
O -3.442 -0.536 3.097 -0.53
O 5.572 -1.677 1.987 -0.51
O -7.786 0.297 -1.956 -0.46
N -3.557 -0.820 -0.011 -0.34
C -2.952 0.356 0.627 0.65
C -4.301 3.275 -1.539 -1.15
C 7.363 -6.061 -0.143 -0.14
C -0.190 5.063 -0.326 -0.13
C 1.023 5.471 -1.143 -1.17
C -1.681 1.975 3.255 -0.49
C -4.515 1.838 -0.901 -0.31
C 5.931 -2.439 3.133 -0.35
C -7.667 0.894 -3.242 -0.12
C -3.725 1.705 0.435 0.36
C 2.657 -1.384 -0.085 -0.14
C 8.431 -6.562 -1.097 -1.12
C -1.549 0.565 -0.093 -0.04
C 6.753 -3.648 2.730 -0.88
C 2.308 0.056 -0.387 -0.62
C -8.790 1.888 -3.475 -1.08
B -2.605 0.135 2.200 0.78
H 4.584 -1.077 0.026 0.31
H -2.708 2.087 3.696 0.21
H 2.004 -2.058 -0.638 0.27
H 7.039 -4.236 3.605 0.37
H 5.017 -2.746 3.652 0.28
H -0.770 5.943 -0.039 0.30
H 2.976 0.737 0.151 0.32
H 5.056 -2.252 1.402 0.26
H 0.713 5.986 -2.056 0.26
H 0.116 4.537 0.586 0.19
H -8.700 2.357 -4.458 0.32
H -3.033 2.578 0.486 -0.02
H 7.658 -3.337 2.203 0.24
H -6.699 1.395 -3.286 0.18
H -5.600 1.706 -0.659 0.27
H 6.190 -4.288 2.047 0.28
H -0.970 2.214 4.078 0.29
H -5.253 3.618 -2.009 0.35
H -3.495 -0.772 -1.027 0.39
H 8.488 -6.165 1.442 0.30
H 9.419 -6.201 -0.796 0.34
H -0.526 3.427 -1.316 0.22
H 7.325 -4.967 -0.145 0.22
H -4.347 -0.211 2.951 0.34
H 8.233 -6.228 -2.117 0.34
H 6.503 -1.791 3.798 0.29
H -1.623 2.720 2.422 0.00
H -3.501 3.254 -2.306 0.23
H -4.079 3.992 -0.717 0.36
H 1.594 4.592 -1.450 0.32
H -4.262 1.072 -1.663 0.23
H 1.276 0.276 -0.100 -0.07
H 6.384 -6.440 -0.434 0.30
H -7.683 0.105 -4.001 0.29
H 1.678 6.133 -0.571 0.37
H -8.775 2.667 -2.711 0.27
H -8.637 -0.153 -1.921 0.26
H 8.472 -7.653 -1.086 0.27
H 2.546 -1.594 0.984 0.21
H -9.763 1.394 -3.410 0.35
H 2.429 0.264 -1.452 0.29
```

electronic energy = -53092.34091 eV
LUMO = 0.084 hartree
HOMO = -4.8 eV
net charge = -1
Kohn-Sham gap = 7.087 eV

(3)
Formula: C4H9NS
Source: the Open Molecules 2025 dataset
Level of theory: ωB97M-V/def2-TZVPD

Structure (XYZ):
```
15
Properties=species:S:1:pos:R:3:mulliken_charge:R:1
S 0.457 1.778 -1.428 -0.25
N 0.681 -0.398 1.375 -0.51
C -0.399 -1.286 1.997 -0.44
C -0.770 -1.771 0.505 -0.59
C 0.140 -0.573 -0.014 -0.20
C -0.506 0.440 -0.893 -0.48
H -1.555 0.828 -0.428 0.29
H -0.006 -2.093 2.597 0.30
H 0.343 0.681 1.586 0.31
H 1.024 -1.170 -0.571 0.25
H -1.933 -1.859 0.549 0.29
H 1.598 0.739 -1.322 0.17
H -1.251 -0.761 2.481 0.22
H -0.938 -0.248 -1.706 0.32
H -0.146 -2.645 0.460 0.31
```

electronic energy = -16615.81146 eV
LUMO = 0.032 hartree
HOMO = -9.1 eV
relative energy (zero: lowest compared OMol25 entry of this formula, charge and spin) = 351.50 kJ/mol
Kohn-Sham gap = 9.924 eV

(4)
Formula: C3H3O3S
Source: the Open Molecules 2025 dataset
Level of theory: ωB97M-V/def2-TZVPD

Structure (XYZ):
```
10
Properties=species:S:1:pos:R:3:mulliken_charge:R:1
S -0.334 1.259 1.015 -0.24
O -1.588 -1.591 1.018 -0.47
O -0.227 -2.313 -0.661 -0.69
O 2.865 0.289 -0.578 -0.33
C -0.660 -1.357 0.008 0.80
C -0.370 0.044 -0.245 -0.65
C 1.991 -0.254 -1.054 0.07
H -1.837 -0.691 1.319 0.27
H -0.671 2.158 0.245 0.10
H 1.933 -1.249 -1.603 0.14
```

electronic energy = -20134.37127 eV
LUMO (alpha / beta) = 0.126 / 0.127 hartree
HOMO (alpha / beta) = -2.6 / -2.5 eV
net charge = -1
relative energy (zero: lowest compared OMol25 entry of this formula, charge and spin) = 395.73 kJ/mol
Kohn-Sham gap (alpha / beta) = 6.064 / 5.951 eV

(5)
Formula: C6H14N2
Source: the Open Molecules 2025 dataset
Level of theory: ωB97M-V/def2-TZVPD

Structure (XYZ):
```
22
Properties=species:S:1:pos:R:3:mulliken_charge:R:1
N -0.183 -0.592 -1.377 -0.19
N 2.276 -0.333 1.758 -0.52
C -2.336 -0.563 -2.496 -1.07
C 0.506 1.307 1.392 0.03
C -0.577 2.198 1.922 -1.16
C -0.871 -0.975 -2.601 -0.40
C 0.188 -1.529 -0.620 -0.37
C 1.244 0.532 2.184 -0.25
H -0.714 2.045 2.993 0.32
H 0.656 1.309 0.317 0.29
H 1.044 0.492 3.249 0.28
H -0.401 -0.435 -3.427 0.30
H -1.535 1.992 1.437 0.26
H 2.648 -0.067 0.862 0.23
H 0.114 -2.586 -0.905 0.21
H -2.861 -0.772 -3.427 0.34
H -2.407 0.499 -2.265 0.29
H -0.778 -2.049 -2.800 0.35
H 3.026 -0.400 2.431 0.24
H 0.610 -1.323 0.356 0.26
H -2.815 -1.119 -1.689 0.29
H -0.367 3.257 1.756 0.27
```

electronic energy = -9427.97347 eV
LUMO = 0.044 hartree
HOMO = -8.0 eV
relative energy (zero: lowest compared OMol25 entry of this formula, charge and spin) = 145.78 kJ/mol
Kohn-Sham gap = 9.213 eV

(6)
Formula: C3H11N5
Source: the Open Molecules 2025 dataset
Level of theory: ωB97M-V/def2-TZVPD

Structure (XYZ):
```
19
Properties=species:S:1:pos:R:3:mulliken_charge:R:1
N 0.790 0.123 -0.020 0.37
N -2.052 -0.927 -0.164 -0.75
N -1.022 -1.446 0.437 -0.10
N 1.209 -2.107 0.042 -0.72
N 0.175 1.045 0.737 -0.68
C -0.848 1.874 -0.053 -0.82
C 2.334 0.395 -0.107 -0.81
C 0.416 -1.196 0.067 0.36
H -1.716 2.396 0.405 0.36
H -1.020 -2.411 0.653 0.31
H 2.575 1.382 -0.625 0.21
H -0.308 2.706 -0.641 0.25
H -1.467 1.335 -0.907 0.15
H -1.956 -0.792 -1.184 0.28
H -0.642 0.403 1.157 0.43
H 2.661 -0.539 -0.558 0.38
H 0.764 -2.917 -0.245 0.22
H 2.631 0.627 0.998 0.27
H -2.523 0.049 0.009 0.29
```

electronic energy = -10734.91302 eV
LUMO = 0.032 hartree
HOMO = -8.6 eV
relative energy (zero: lowest compared OMol25 entry of this formula, charge and spin) = 485.42 kJ/mol
Kohn-Sham gap = 9.437 eV

> electronic energy of number 3 (C4H9NS)?

-16615.81146 eV

> Look up the electronic energy of the fifth one.

-9427.97347 eV

> The lowest electronic energy belongs to which entry?

C16H41BClFNO9

Repeat the fifth record exactly.
Formula: C6H14N2
Source: the Open Molecules 2025 dataset
Level of theory: ωB97M-V/def2-TZVPD

Structure (XYZ):
```
22
Properties=species:S:1:pos:R:3:mulliken_charge:R:1
N -0.183 -0.592 -1.377 -0.19
N 2.276 -0.333 1.758 -0.52
C -2.336 -0.563 -2.496 -1.07
C 0.506 1.307 1.392 0.03
C -0.577 2.198 1.922 -1.16
C -0.871 -0.975 -2.601 -0.40
C 0.188 -1.529 -0.620 -0.37
C 1.244 0.532 2.184 -0.25
H -0.714 2.045 2.993 0.32
H 0.656 1.309 0.317 0.29
H 1.044 0.492 3.249 0.28
H -0.401 -0.435 -3.427 0.30
H -1.535 1.992 1.437 0.26
H 2.648 -0.067 0.862 0.23
H 0.114 -2.586 -0.905 0.21
H -2.861 -0.772 -3.427 0.34
H -2.407 0.499 -2.265 0.29
H -0.778 -2.049 -2.800 0.35
H 3.026 -0.400 2.431 0.24
H 0.610 -1.323 0.356 0.26
H -2.815 -1.119 -1.689 0.29
H -0.367 3.257 1.756 0.27
```

electronic energy = -9427.97347 eV
LUMO = 0.044 hartree
HOMO = -8.0 eV
relative energy (zero: lowest compared OMol25 entry of this formula, charge and spin) = 145.78 kJ/mol
Kohn-Sham gap = 9.213 eV